The following is a DFT calculation (wB97M-V/def2-TZVPD) of 13 unconnected molecules or ions with the total composition C73H165N11O17 in a non-equilibrium geometry.

XYZ file:
```
266
Properties=species:S:1:pos:R:3
C 2.977 2.316 -2.808
C 2.122 2.230 -4.078
C 2.981 1.612 -5.168
C 2.268 1.048 -6.297
C 1.251 -0.062 -5.794
C 0.266 0.433 -4.783
N 0.895 1.407 -3.802
O -0.032 2.056 -2.967
C -0.858 1.219 -5.564
C -0.235 -0.807 -4.032
C 1.729 3.638 -4.616
H 3.878 2.836 -3.133
H 3.138 1.287 -2.484
H 2.454 2.703 -1.933
H 3.570 2.345 -5.720
H 3.757 0.963 -4.763
H 2.973 0.616 -7.008
H 1.660 1.823 -6.764
H 1.762 -0.950 -5.420
H 0.799 -0.587 -6.636
H -1.149 0.666 -6.457
H -1.782 1.184 -4.987
H -0.558 2.230 -5.841
H -0.472 -1.631 -4.705
H 0.459 -1.251 -3.319
H -1.151 -0.629 -3.468
H 0.930 3.639 -5.357
H 2.474 4.089 -5.272
H 1.387 4.314 -3.832
H 0.132 1.605 -2.136
C -4.026 1.533 -2.189
C -5.071 0.595 -2.911
C -5.735 -0.386 -1.984
C -6.744 0.293 -1.141
C -7.818 0.902 -2.122
C -7.279 1.891 -3.228
N -6.075 1.206 -3.822
O -5.495 2.099 -4.685
C -8.414 2.160 -4.258
C -6.900 3.210 -2.578
C -4.337 -0.338 -3.893
H -3.549 1.126 -1.297
H -4.366 2.528 -1.902
H -3.192 1.828 -2.825
H -6.151 -1.252 -2.498
H -5.057 -0.900 -1.303
H -6.290 1.033 -0.482
H -7.266 -0.443 -0.530
H -8.520 1.491 -1.531
H -8.282 0.054 -2.626
H -9.434 2.266 -3.887
H -8.231 3.057 -4.849
H -8.419 1.265 -4.881
H -7.731 3.840 -2.262
H -6.405 3.120 -1.611
H -6.387 3.803 -3.334
H -3.540 -0.880 -3.384
H -3.806 0.227 -4.658
H -4.913 -1.008 -4.531
H -5.440 1.502 -5.435
C -7.256 -7.963 2.693
C -5.697 -7.674 2.776
C -4.818 -8.753 2.038
C -4.820 -8.694 0.483
C -4.402 -7.333 0.031
C -5.068 -6.088 0.754
N -5.330 -6.376 2.179
O -5.669 -5.347 3.021
C -4.145 -4.933 0.610
C -6.382 -5.730 0.074
C -5.177 -7.758 4.295
H -7.525 -8.854 3.261
H -7.626 -7.981 1.668
H -7.729 -7.128 3.210
H -3.845 -8.414 2.395
H -5.229 -9.689 2.417
H -5.797 -8.828 0.019
H -4.192 -9.486 0.074
H -4.792 -7.222 -0.980
H -3.321 -7.409 0.152
H -3.260 -5.296 1.131
H -3.967 -4.657 -0.430
H -4.358 -4.120 1.303
H -6.207 -5.741 -1.002
H -7.217 -6.425 0.162
H -6.848 -4.805 0.411
H -5.179 -8.825 4.516
H -5.902 -7.204 4.892
H -4.191 -7.302 4.384
H -6.624 -5.329 2.932
C 5.276 4.886 -1.124
C 4.877 5.078 0.344
C 5.091 3.673 1.093
C 6.459 3.503 1.684
C 6.946 4.682 2.441
C 6.834 5.990 1.559
N 5.466 6.231 1.140
O 5.240 7.475 0.587
C 7.338 7.108 2.500
C 7.905 5.956 0.491
C 3.345 5.489 0.392
H 5.280 5.854 -1.625
H 4.641 4.215 -1.701
H 6.260 4.498 -1.384
H 4.381 3.349 1.854
H 5.164 2.788 0.462
H 7.128 3.418 0.828
H 6.524 2.593 2.281
H 7.925 4.411 2.836
H 6.343 4.886 3.325
H 8.382 6.996 2.795
H 7.312 8.031 1.921
H 6.749 7.142 3.416
H 7.785 5.278 -0.353
H 7.774 6.918 -0.006
H 8.868 5.669 0.913
H 3.098 6.503 0.077
H 2.992 5.484 1.424
H 2.760 4.618 0.097
H 4.812 7.980 1.282
C 5.233 -2.523 -1.062
C 4.493 -2.794 -2.409
C 5.158 -1.810 -3.357
C 4.990 -2.187 -4.784
C 5.175 -3.590 -5.210
C 4.612 -4.601 -4.174
N 4.844 -4.156 -2.765
O 4.246 -4.997 -1.882
C 3.088 -4.871 -4.563
C 5.308 -5.934 -4.343
C 3.011 -2.372 -2.232
H 6.178 -3.052 -0.940
H 4.592 -2.885 -0.259
H 5.310 -1.441 -0.954
H 4.836 -0.776 -3.229
H 6.204 -1.670 -3.085
H 5.493 -1.485 -5.449
H 3.956 -1.943 -5.030
H 6.211 -3.855 -5.422
H 4.601 -3.588 -6.136
H 2.595 -5.517 -3.837
H 2.482 -3.965 -4.568
H 3.007 -5.462 -5.475
H 4.983 -6.485 -5.227
H 6.374 -5.805 -4.531
H 5.225 -6.570 -3.462
H 2.791 -1.348 -2.536
H 2.821 -2.562 -1.176
H 2.292 -3.058 -2.680
H 4.918 -4.935 -1.199
C -3.577 7.559 -1.397
C -2.903 6.297 -0.652
C -1.381 6.171 -1.008
C -0.549 5.399 -0.034
C -0.770 5.955 1.333
C -2.215 6.011 1.793
N -3.097 6.622 0.766
O -4.420 6.701 1.160
C -2.758 4.641 2.347
C -2.175 6.877 3.108
C -3.713 4.981 -1.129
H -2.977 8.469 -1.406
H -4.613 7.754 -1.118
H -3.574 7.227 -2.436
H -1.293 5.604 -1.934
H -1.118 7.198 -1.263
H 0.507 5.363 -0.301
H -0.959 4.390 -0.066
H -0.369 6.968 1.359
H -0.111 5.434 2.027
H -2.964 4.018 1.478
H -2.043 4.070 2.940
H -3.703 4.748 2.880
H -1.215 6.932 3.622
H -2.506 7.899 2.924
H -2.903 6.621 3.878
H -3.375 4.052 -0.670
H -3.761 4.777 -2.199
H -4.759 4.985 -0.822
H -4.674 7.613 1.002
C -1.118 -1.558 -0.308
C -1.223 -0.689 1.005
C -0.755 -1.584 2.164
C 0.770 -1.571 2.366
C 1.196 -0.151 2.436
C 0.880 0.702 1.245
N -0.578 0.650 0.981
O -0.953 1.410 -0.153
C 1.395 2.088 1.817
C 1.745 0.213 0.087
C -2.765 -0.496 1.217
H -1.708 -2.458 -0.135
H -0.134 -1.999 -0.463
H -1.399 -1.014 -1.210
H -1.114 -1.151 3.098
H -1.109 -2.610 2.059
H 1.158 -2.077 1.482
H 1.117 -2.201 3.185
H 2.241 -0.212 2.743
H 0.552 0.231 3.228
H 2.301 2.126 2.422
H 1.536 2.633 0.884
H 0.581 2.575 2.354
H 1.857 -0.854 -0.104
H 1.318 0.609 -0.834
H 2.750 0.631 0.138
H -2.944 0.130 2.091
H -3.338 -1.388 1.467
H -3.174 -0.021 0.325
H -1.369 2.162 0.275
C 0.351 -6.002 -1.830
C 0.518 -5.405 -0.455
O -0.149 -6.083 0.589
O 1.143 -7.225 -1.865
H 0.672 -5.392 -2.675
H -0.694 -6.244 -2.024
H 0.150 -4.379 -0.468
H 1.574 -5.318 -0.200
H 0.199 -5.612 1.349
H 0.761 -7.726 -1.141
C 2.520 3.181 5.800
C 1.645 1.936 5.660
O 0.847 1.888 6.805
O 1.782 4.372 5.691
H 3.310 3.015 5.067
H 3.148 3.148 6.691
H 2.145 0.976 5.538
H 1.074 1.971 4.731
H 0.640 2.788 7.067
H 2.361 5.002 5.257
C 1.818 -5.627 4.491
C 1.651 -5.331 3.084
O 0.424 -4.740 2.853
O 2.467 -4.536 5.183
H 2.418 -6.524 4.337
H 0.955 -6.075 4.982
H 1.656 -6.197 2.422
H 2.338 -4.538 2.789
H 0.079 -4.150 3.527
H 2.588 -4.859 6.079
C 5.147 -0.218 2.768
C 5.422 -1.688 2.568
O 4.141 -2.430 2.676
O 4.769 0.291 4.061
H 4.357 0.088 2.081
H 6.073 0.217 2.392
H 6.171 -2.214 3.160
H 5.800 -1.756 1.548
H 4.081 -2.475 3.633
H 4.309 -0.427 4.501
C -5.596 1.437 2.649
O -6.305 2.098 1.921
N -5.742 0.180 2.853
N -4.720 1.849 3.509
H -4.937 -0.307 3.220
H -6.536 -0.246 2.397
H -4.486 2.822 3.647
H -4.430 1.164 4.192
C 3.343 -1.422 6.299
O 3.986 -1.756 5.387
N 3.713 -0.684 7.274
N 2.104 -1.509 6.384
H 3.083 -0.228 7.919
H 4.649 -0.318 7.170
H 1.763 -2.386 6.016
H 1.549 -1.120 7.133
```

Computed properties:
LUMO energy: -0.02 eV
E_tot: -129558.3796 eV
Frontier orbital gap: 7.71 eV